No. 1
The following is a quantum chemistry calculation of C2H3NO2S in the gas phase in a non-equilibrium geometry, from OMol25.

For the lowest unoccupied orbital energy, the calculation gives 0.037 eV. The value obtained for the maximum force is 16.52 eV Å⁻¹. Its relative energy (zero: lowest compared OMol25 entry of this formula, charge and spin) is 164.24 kcal per mole. For the total energy, the calculation gives -18536.3303 eV.

Element x y z (Å)
C -0.4579 0.5957 -0.0345
C 0.6743 0.2931 -0.0672
N -1.6390 -0.1002 0.2819
O 1.0034 -1.0361 0.7362
O 3.2235 -0.1411 -0.7521
S 1.8579 -0.7583 -0.6532
H -1.0500 1.3273 -0.5603
H -1.2263 -0.8014 0.6645
H -2.3860 0.6210 0.3847

No. 2
The following is a quantum chemistry calculation of a molecular structure, C24H45ClLuN3O4Si in a non-equilibrium geometry, from OMol25.

For the lowest unoccupied orbital energy, the calculation gives 0.320 eV. The value obtained for the maximum force is 4.56 eV Å⁻¹. Its relative energy (zero: lowest compared OMol25 entry of this formula, charge and spin) is 135.26 kcal per mole. For the total energy, the calculation gives -92298.3513 eV.

Element x y z (Å)
O 1.9248 -0.8819 -3.2030
C 0.8193 -0.4532 -3.4919
C 0.1945 0.8835 -3.6961
C 0.7321 2.0063 -3.0629
H 1.2530 1.9079 -2.1232
C 0.7100 3.2309 -3.7063
H 1.2165 4.0902 -3.2640
C 0.1747 3.3283 -5.0086
H 0.1947 4.2611 -5.5902
C -0.4674 2.2272 -5.5874
H -0.8482 2.2563 -6.6066
C -0.5152 1.0145 -4.9076
H -0.9966 0.1064 -5.2857
H -0.0446 -1.1793 -3.5836
C -2.1442 -1.8484 -2.0954
C -1.6851 -0.5635 -1.5228
H -2.7161 -1.7388 -3.0194
H -2.8597 -2.2753 -1.3831
H -1.4235 -2.6696 -2.1993
C -2.2153 0.6396 -1.7703
C -3.7536 0.7559 -1.7769
H -1.7318 1.6245 -1.7129
H -4.3640 1.0509 -2.6442
H -4.2242 1.3309 -0.9664
H -4.0833 -0.2629 -1.5705
Lu -1.0429 -0.7175 0.4784
Cl -3.3312 -0.7860 1.1659
C -1.0595 -0.4973 3.4443
O -0.2258 -1.0918 2.6878
N -1.2086 -0.8595 4.7003
C -0.4203 -2.0484 5.0760
C -2.0850 -0.1584 5.6299
H -1.6885 0.3122 3.0286
H 0.1764 -2.3499 4.1883
H -1.0547 -2.8967 5.3900
H 0.2708 -1.8494 5.9112
H -2.4757 0.7224 5.1164
H -1.5189 0.1587 6.5079
H -2.9139 -0.7990 5.9321
H 5.0107 0.6643 -1.4365
H 4.6084 1.6025 0.7898
C 3.9274 0.6761 -1.5366
C 3.5847 1.2690 0.8737
N 3.3138 0.3998 -0.2447
H 3.6208 -0.0491 -2.2978
C 2.4440 -0.6040 -0.1070
O 1.4170 -0.6264 0.5904
H 3.4615 0.7270 1.8048
H 2.6540 -1.4548 -0.7456
H 3.6243 1.6669 -1.8762
H 2.9195 2.1285 0.8434
H -0.0656 -6.1653 0.9088
H 2.0963 -6.1531 -0.7471
C -0.5139 -5.5698 0.0879
C 1.4736 -5.5360 -1.3895
N 0.5086 -4.7768 -0.6095
H -1.2568 -4.8891 0.5267
C 0.5292 -3.4457 -0.5092
O -0.2919 -2.7530 0.1633
H 2.1181 -4.8753 -1.9486
H 1.3043 -2.9361 -1.0715
H -1.0143 -6.2581 -0.6225
H 0.9682 -6.1934 -2.0919
C -1.7666 3.0337 2.6742
Si -0.1239 2.7938 1.8514
C 0.6619 4.4567 1.3992
C 1.0813 1.9882 3.0331
C -0.3703 1.6459 0.3571
H -1.6311 3.0252 3.7613
H -2.4786 2.2515 2.3924
H -2.1853 3.9997 2.3745
H 0.6362 5.1459 2.2605
H 1.7191 4.3183 1.1153
H 0.1380 4.9398 0.5604
H 1.1351 0.8998 2.9117
H 2.0874 2.3997 2.8802
H 0.7767 2.2167 4.0623
H -1.1909 2.1574 -0.2044
H 0.4999 1.8985 -0.2626

No. 3
The following is a quantum chemistry calculation of 8 unconnected molecules or ions with the total composition C40H120N18O8P6S2 in a non-equilibrium geometry, from OMol25.

For the lowest unoccupied orbital energy, the calculation gives 0.234 eV. The value obtained for the maximum force is 3.55 eV Å⁻¹. Its relative energy (zero: lowest compared OMol25 entry of this formula, charge and spin) is 207.65 kcal per mole. For the total energy, the calculation gives -164028.7942 eV.

Element x y z (Å)
O -1.1862 10.3472 8.6776
P -0.8422 10.7919 7.2770
N -0.6927 9.4300 6.3418
C -1.8937 8.5420 6.1889
C 0.6269 8.8818 6.0499
N 0.6091 11.7391 7.1725
C 1.5020 12.1619 8.3044
C 1.0364 12.3746 5.9565
N -2.0744 11.7377 6.3441
C -2.7868 12.8367 7.1061
C -2.1431 11.7432 4.8511
H -2.7539 9.0562 5.7601
H -2.2228 8.4590 7.2247
H -1.8272 7.5717 5.6968
H 1.0897 8.4850 6.9535
H 1.3831 9.5631 5.6599
H 0.4883 7.9558 5.4918
H 2.4709 12.5806 8.0323
H 1.0835 12.8765 9.0131
H 1.7594 11.2861 8.9001
H 1.0844 11.5999 5.1913
H 0.4926 13.2823 5.6949
H 2.0462 12.7825 6.0014
H -2.7979 13.7318 6.4842
H -3.8008 12.5201 7.3503
H -2.3286 13.0309 8.0759
H -2.3004 12.7765 4.5418
H -2.8402 10.9536 4.5706
H -1.1944 11.3388 4.4982
O 10.3677 5.0874 23.5518
P 9.4879 6.2506 23.3922
N 10.0700 7.6301 24.3918
C 11.2449 7.4177 25.2485
C 9.2084 8.8337 24.6735
N 7.9371 5.7593 24.0034
C 6.8011 6.6341 24.1342
C 7.7725 4.4993 24.6835
N 9.1416 6.7578 21.7721
C 8.8501 5.7266 20.7941
C 8.7006 8.1036 21.4488
H 10.9373 7.8617 26.1953
H 12.1006 8.0368 24.9794
H 11.5611 6.3792 25.3467
H 9.7087 9.7466 24.3503
H 8.9203 8.8621 25.7244
H 8.3627 8.7688 23.9889
H 6.7650 7.2523 25.0312
H 6.7539 7.2991 23.2719
H 5.9806 5.9168 24.1568
H 8.7586 4.0439 24.7748
H 7.3706 4.6333 25.6878
H 7.0270 3.8749 24.1912
H 8.9203 6.0694 19.7618
H 9.6083 4.9445 20.8364
H 7.8378 5.3399 20.9113
H 8.8597 8.3135 20.3911
H 9.2982 8.7477 22.0939
H 7.7009 8.3458 21.8093
O -5.8692 4.5895 23.9543
P -5.0205 5.5658 23.1234
N -4.3841 6.9715 23.8958
C -3.7383 8.1218 23.3259
C -4.6518 7.1187 25.3348
N -5.9299 6.1514 21.8602
C -7.4614 6.2739 22.0033
C -5.4653 6.5051 20.5113
N -3.6655 4.9273 22.3345
C -3.8283 3.6043 21.7584
C -2.2551 5.2229 22.8583
H -4.4421 8.5822 22.6326
H -2.9776 7.7342 22.6482
H -3.3449 8.8078 24.0761
H -3.9195 7.7323 25.8594
H -4.6367 6.1140 25.7574
H -5.6468 7.5505 25.4426
H -7.8814 7.0308 21.3409
H -7.9173 5.3036 21.8064
H -7.7101 6.6560 22.9934
H -4.4063 6.5352 20.2550
H -5.8359 5.6051 20.0207
H -5.9109 7.4666 20.2563
H -2.9466 3.2006 21.2606
H -4.0707 2.8847 22.5404
H -4.5321 3.4245 20.9457
H -2.1815 5.2265 23.9459
H -1.8913 6.1395 22.3941
H -1.5781 4.4101 22.5952
O 10.2014 4.3398 7.3620
P 9.8042 2.9515 7.5383
N 9.7243 2.6044 9.2718
C 9.6969 3.7320 10.2528
C 9.6575 1.2404 9.8116
N 10.8390 1.8387 6.7461
C 10.8901 1.7387 5.2619
C 11.9758 1.2371 7.3738
N 8.1818 2.6522 6.9082
C 7.5568 1.3051 7.1008
C 7.4233 3.6436 6.1018
H 10.5776 4.3685 10.3382
H 9.6292 3.3651 11.2770
H 8.7839 4.2765 10.0116
H 9.7974 0.4508 9.0733
H 8.6970 1.2251 10.3266
H 10.3928 1.0298 10.5883
H 9.8930 2.0047 4.9108
H 11.6820 2.4337 4.9825
H 10.8717 0.6770 5.0158
H 12.7538 1.9977 7.4410
H 11.6878 0.9588 8.3875
H 12.2767 0.3868 6.7618
H 7.0004 1.4375 8.0287
H 7.0453 0.9061 6.2249
H 8.3772 0.6199 7.3144
H 8.1429 4.0925 5.4172
H 7.0614 4.4270 6.7677
H 6.6772 3.3500 5.3634
O 3.3700 -0.4568 2.2653
P 2.0449 -0.0225 1.7372
N 1.1597 -1.2239 0.9051
C 1.3724 -2.5589 1.2769
C 0.1438 -0.9062 0.0007
N 2.1623 1.2530 0.5821
C 2.3461 2.6602 1.0604
C 2.8519 0.9493 -0.6638
N 1.0334 0.5566 3.0087
C -0.2928 1.0851 2.6553
C 1.5736 1.0116 4.2801
H 2.4308 -2.7900 1.3969
H 1.0544 -3.3738 0.6265
H 0.9787 -2.6078 2.2921
H -0.2592 0.0473 0.3421
H -0.4933 -1.7873 -0.0768
H 0.3531 -0.5514 -1.0085
H 2.4753 3.4857 0.3605
H 1.5088 2.9924 1.6742
H 3.2684 2.5727 1.6347
H 2.4073 1.3782 -1.5618
H 3.9240 1.1441 -0.6925
H 2.7051 -0.0838 -0.9787
H -1.0498 0.3498 2.3827
H -0.7339 1.6228 3.4946
H -0.3825 1.9123 1.9511
H 0.7170 1.2717 4.9020
H 2.1173 1.9323 4.0685
H 2.2791 0.3330 4.7595
O 5.3649 4.7424 14.4922
P 3.8910 4.9032 14.2227
N 3.3853 6.4664 13.9455
C 2.0924 6.8856 13.2727
C 4.4699 7.4893 13.8961
N 2.8585 4.5752 15.5237
C 1.3956 4.5165 15.5415
C 3.4150 4.5342 16.9011
N 3.4200 4.0736 12.8136
C 3.1133 2.5909 12.9104
C 3.9021 4.6163 11.5310
H 1.2543 6.1988 13.3911
H 2.2659 6.9036 12.1968
H 1.7980 7.8077 13.7740
H 5.4110 7.0901 13.5177
H 4.5229 7.8835 14.9110
H 4.1491 8.3656 13.3329
H 0.9677 3.8066 16.2494
H 1.1247 5.5662 15.6546
H 1.1350 4.2435 14.5189
H 4.4312 4.1415 16.8680
H 3.3683 5.5535 17.2845
H 2.8881 3.7794 17.4849
H 3.5265 1.9770 13.7107
H 2.0242 2.5516 12.9269
H 3.3363 2.0945 11.9660
H 4.7803 4.1145 11.1248
H 4.1006 5.6815 11.6496
H 3.0442 4.5366 10.8634
C 2.2907 -4.3194 6.1332
S 1.0035 -4.2673 7.4457
O 1.3071 -3.0766 8.3461
C -0.4718 -3.8265 6.3996
H 2.5598 -3.3380 5.7427
H 1.7305 -4.9575 5.4498
H 3.1634 -4.9278 6.3702
H -0.8209 -4.7563 5.9505
H -0.2870 -2.9692 5.7523
H -1.2464 -3.5420 7.1118
C -1.6595 -2.3127 15.0840
S -2.6050 -3.8350 15.3473
O -2.5626 -4.3239 16.7719
C -4.3344 -3.1751 15.0869
H -1.9242 -1.4652 15.7163
H -1.8984 -1.9128 14.0985
H -0.5790 -2.4547 15.0613
H -4.4873 -2.6785 14.1287
H -4.4304 -2.4311 15.8777
H -4.9491 -4.0655 15.2192

No. 4
The following is a quantum chemistry calculation of a molecular structure, C26H29BrCuN2O2, from OMol25.

For the lowest unoccupied orbital energy (spin up / spin down), the calculation gives -0.116 / -0.830 eV. As for the spin multiplicity: 2. The value obtained for the maximum force is 0.58 eV Å⁻¹. As for the expectation value of S²: 0.773. For the total energy, the calculation gives -149188.5905 eV.

Element x y z (Å)
Cu 1.7073 0.0195 -0.5682
C 2.7543 -1.4132 1.2998
C 1.7322 -0.8973 2.1197
C 1.7178 0.4884 1.9689
C 2.7628 0.8773 1.0337
C 3.4093 -0.3027 0.6186
C 4.6831 -0.4490 -0.1524
C 3.2928 2.2754 0.9362
C 0.7700 1.4520 2.5879
C 0.7445 -1.6862 2.9234
C 3.0867 -2.8335 1.0275
H 5.5194 -0.6953 0.5088
H 4.9455 0.4686 -0.6794
H 4.6051 -1.2474 -0.8918
H 3.8836 2.5224 1.8246
H 2.4924 3.0111 0.8605
H 3.9405 2.4050 0.0691
H 0.1223 1.9116 1.8330
H 1.2980 2.2700 3.0843
H 0.1306 0.9659 3.3243
H 0.8354 -1.4883 3.9945
H 0.8798 -2.7585 2.7861
H -0.2846 -1.4524 2.6367
H 4.1267 -3.0574 1.2799
H 2.9455 -3.0413 -0.0369
H 2.4565 -3.5180 1.5931
O -0.0045 -2.2884 -3.6801
C -0.7485 -3.1600 -2.9756
C -1.5488 -4.0748 -3.6564
C -2.3146 -4.9878 -2.9525
C -2.2968 -5.0126 -1.5651
C -1.5049 -4.0978 -0.8880
C -0.7362 -3.1656 -1.5695
C 0.0559 -2.1126 -0.8179
O 1.2083 -1.7195 -1.4368
N -0.8798 -0.9375 -0.6389
N -0.3412 0.2695 -0.7297
C -1.0496 1.3226 -0.8973
C -0.4318 2.6238 -1.1034
Br 1.3011 2.5832 -1.8937
C -1.0263 3.8008 -0.8869
C -2.3412 3.9692 -0.2533
C -3.1965 4.9688 -0.7218
C -4.4454 5.1510 -0.1533
C -4.8535 4.3453 0.9015
C -4.0041 3.3635 1.3883
C -2.7556 3.1766 0.8183
H 0.6498 -1.9071 -3.0261
H -1.5470 -4.0578 -4.7384
H -2.9275 -5.6952 -3.4972
H -2.8885 -5.7355 -1.0196
H -1.4753 -4.0982 0.1972
H 0.2599 -2.4841 0.2013
H -1.8386 -1.0394 -0.9469
H -2.1363 1.2783 -0.9456
H -0.5320 4.7099 -1.2089
H -2.8769 5.5988 -1.5430
H -5.1027 5.9233 -0.5308
H -5.8285 4.4906 1.3479
H -4.3145 2.7462 2.2216
H -2.0857 2.4258 1.2189